The following is a quantum chemistry calculation of a cluster of 2 separate species, C2H4N2O in total, from the OMol25 dataset.

Values from the calculation:
HOMO energy: -7.8 eV
LUMO energy: 0.8 eV
gap between HOMO and LUMO: 8.597 eV
charge: 0
2S+1: 1
E_tot: -263.25948 a.u.

Each line ends with the natural charge from an NBO analysis.
Positions of all 9 atoms, in Å:
C (0.301, 0.733, 1.066)  -0.026
C (0.406, -1.343, -0.153)  0.787
N (-0.344, 1.415, 0.256)  -0.744
N (-0.312, -0.800, -1.071)  -0.852
O (0.981, -2.302, 0.228)  -0.536
H (0.731, 0.959, 2.032)  0.159
H (-0.573, 2.397, 0.428)  0.358
H (-0.551, 0.213, -0.881)  0.446
H (-0.638, -1.272, -1.906)  0.407

The following is a quantum chemistry calculation of a structure of composition C46H47BrI2N6O2W, from the OMol25 dataset.

Values from the calculation:
HOMO energy (alpha / beta): -12.7 / -12.7 eV
LUMO energy (alpha / beta): -7.9 / -7.9 eV
gap between HOMO and LUMO (alpha / beta): 4.778 / 4.782 eV
charge: +2
2S+1: 1
E_tot: -5496.22167 a.u.

Each line ends with the Löwdin charge.
Positions of all 105 atoms, in Å:
W (-0.202, 0.055, -0.266)  1.470
C (-1.991, 1.261, 3.605)  0.001
C (-1.561, 0.461, 2.542)  -0.168
N (-0.571, 0.807, 1.739)  -0.112
C (0.072, 1.993, 1.963)  -0.168
C (-0.303, 2.861, 2.994)  -0.125
C (-1.376, 2.467, 3.819)  0.055
C (0.431, 4.064, 3.176)  0.011
C (1.491, 4.331, 2.367)  -0.020
C (1.862, 3.446, 1.321)  0.043
C (1.148, 2.306, 1.092)  -0.188
N (1.293, 1.343, 0.071)  -0.059
C (2.383, 1.122, -0.751)  -0.185
C (3.336, 2.036, -1.222)  -0.002
C (4.344, 1.588, -2.042)  -0.028
C (4.457, 0.230, -2.397)  0.014
C (3.523, -0.684, -1.986)  -0.129
C (3.601, -2.123, -2.231)  0.006
C (2.548, -2.888, -1.975)  -0.005
C (1.226, -2.277, -1.567)  -0.297
N (1.433, -1.048, -0.776)  -0.213
C (2.445, -0.233, -1.187)  -0.176
H (-2.801, 0.914, 4.232)  0.129
H (-2.026, -0.499, 2.346)  0.029
H (-1.697, 3.117, 4.625)  0.141
H (0.149, 4.745, 3.969)  0.133
H (2.071, 5.232, 2.515)  0.126
H (2.720, 3.699, 0.721)  0.104
H (3.281, 3.086, -0.985)  0.101
H (5.073, 2.297, -2.411)  0.122
H (5.289, -0.099, -3.008)  0.132
H (4.533, -2.541, -2.591)  0.131
H (2.579, -3.961, -2.113)  0.128
H (0.660, -2.981, -0.960)  0.095
C (-1.541, -4.476, -5.784)  -0.032
C (-0.258, -3.710, -6.148)  -0.550
C (0.937, -4.679, -6.104)  -0.042
C (-0.392, -3.162, -7.568)  -0.055
C (-0.072, -2.599, -5.119)  -0.123
C (0.352, -2.907, -3.827)  0.027
C (0.458, -1.933, -2.860)  -0.116
Br (-1.953, -1.675, -0.333)  0.330
C (0.053, -0.620, -3.166)  -0.184
O (-0.199, 0.240, -2.114)  -0.293
C (-0.190, -0.220, -4.489)  -0.057
C (-0.272, -1.255, -5.419)  0.042
C (-0.259, 1.215, -5.038)  -0.519
C (1.007, 1.415, -5.889)  -0.023
C (-1.509, 1.399, -5.910)  -0.035
C (-0.278, 2.306, -3.975)  -0.057
H (-1.665, -5.332, -6.450)  0.096
H (-2.421, -3.836, -5.883)  0.092
H (-1.503, -4.849, -4.758)  0.085
H (0.893, -5.351, -6.962)  0.092
H (0.929, -5.303, -5.208)  0.079
H (1.888, -4.144, -6.144)  0.095
H (-0.484, -3.994, -8.266)  0.094
H (0.483, -2.577, -7.863)  0.096
H (-1.283, -2.543, -7.686)  0.087
H (0.634, -3.924, -3.581)  0.126
H (-0.499, -0.987, -6.439)  0.100
H (1.049, 0.712, -6.722)  0.089
H (1.907, 1.277, -5.285)  0.091
H (1.021, 2.427, -6.299)  0.096
H (-1.509, 0.753, -6.786)  0.086
H (-1.553, 2.429, -6.269)  0.087
H (-2.419, 1.199, -5.339)  0.084
H (0.587, 2.244, -3.309)  0.077
H (-1.194, 2.264, -3.388)  0.071
H (-0.243, 3.276, -4.475)  0.102
I (-1.742, -3.273, 3.636)  0.794
C (0.247, -2.603, 3.831)  -1.139
I (1.155, -2.021, 2.006)  0.981
H (0.852, -3.419, 4.205)  -0.033
H (0.278, -1.748, 4.493)  -0.033
C (-4.657, 3.085, -5.926)  -0.046
C (-5.079, 3.357, -4.503)  -0.266
C (-5.210, 2.335, -3.573)  -0.030
C (-5.598, 2.580, -2.259)  -0.029
C (-5.846, 3.878, -1.850)  -0.259
N (-6.237, 4.230, -0.523)  0.143
C (-6.031, 3.599, 0.662)  -0.519
O (-6.637, 3.848, 1.676)  0.111
N (-5.016, 2.610, 0.655)  0.140
C (-3.761, 2.766, 0.094)  -0.220
C (-3.273, 3.980, -0.396)  0.042
C (-2.010, 4.018, -0.946)  0.009
C (-1.240, 2.870, -0.977)  -0.142
N (-1.702, 1.701, -0.520)  -0.077
C (-2.941, 1.653, -0.017)  -0.084
C (-5.737, 4.914, -2.770)  -0.017
C (-5.365, 4.652, -4.078)  -0.026
H (-4.604, 2.015, -6.125)  0.073
H (-3.676, 3.517, -6.134)  0.073
H (-5.359, 3.525, -6.635)  0.090
H (-5.034, 1.311, -3.881)  0.114
H (-5.740, 1.749, -1.580)  0.117
H (-6.860, 5.020, -0.435)  0.165
H (-5.145, 1.906, 1.364)  0.156
H (-3.885, 4.871, -0.356)  0.133
H (-1.603, 4.939, -1.341)  0.130
H (-0.238, 2.880, -1.372)  0.098
H (-3.314, 0.677, 0.269)  0.075
H (-5.952, 5.932, -2.463)  0.122
H (-5.299, 5.474, -4.782)  0.124

The following is a quantum chemistry calculation of a cluster of 2 separate species, CH4NO2S in total, from the OMol25 dataset.

Values from the calculation:
HOMO energy (alpha / beta): -2.9 / -4.3 eV
LUMO energy (alpha / beta): 3.8 / 2.8 eV
gap between HOMO and LUMO (alpha / beta): 6.669 / 7.134 eV
charge: -1
2S+1: 3
E_tot: -643.82899 a.u.
⟨S²⟩: 2.01

Each line ends with the natural charge from an NBO analysis.
Positions of all 9 atoms, in Å:
C (-2.796, 0.078, -0.685)  -0.523
N (2.322, -0.761, 1.345)  -1.181
O (2.004, 1.527, 0.000)  -1.011
O (2.614, -0.583, -1.080)  -1.001
S (1.925, 0.043, 0.043)  1.858
H (-3.773, 0.015, -1.266)  0.167
H (-2.941, -0.318, 0.302)  0.148
H (-1.755, 0.270, -0.894)  0.201
H (2.400, -0.270, 2.235)  0.341

The following is a quantum chemistry calculation of the molecule C3H6FNO, from the OMol25 dataset.

Values from the calculation:
HOMO energy: -9.3 eV
LUMO energy: 0.8 eV
gap between HOMO and LUMO: 10.092 eV
charge: 0
2S+1: 1
E_tot: -347.62343 a.u.

Each line ends with the natural charge from an NBO analysis.
Positions of all 12 atoms, in Å:
C (-0.650, 0.586, 0.173)  -0.119
C (-0.143, -0.732, 0.369)  0.042
C (0.339, -0.034, -0.878)  0.150
H (0.311, 1.099, 1.886)  0.354
H (1.305, 1.542, 0.734)  0.381
H (-1.652, 0.735, -0.216)  0.245
H (0.773, -0.959, 1.107)  0.192
H (-0.611, -2.028, -0.999)  0.477
H (1.299, 0.480, -0.932)  0.173
N (0.275, 1.387, 0.917)  -0.852
O (-1.143, -1.689, -0.011)  -0.694
F (-0.104, -0.387, -2.150)  -0.349

The following is a quantum chemistry calculation of a cluster of 3 separate species, C4H13NO2 in total, from the OMol25 dataset.

Values from the calculation:
HOMO energy (alpha / beta): -8.2 / -8.2 eV
LUMO energy (alpha / beta): 0.7 / 0.7 eV
gap between HOMO and LUMO (alpha / beta): 8.957 / 8.957 eV
charge: 0
2S+1: 1
E_tot: -365.22810 a.u.

Each line ends with the natural charge from an NBO analysis.
Positions of all 20 atoms, in Å:
C (-0.703, -0.051, 1.379)  0.046
C (2.091, 0.474, 1.261)  -0.244
C (-1.018, -1.421, 0.904)  -0.691
O (1.018, 0.249, 0.420)  -0.716
H (-1.557, 0.604, 1.527)  0.195
H (-0.080, 0.037, 2.264)  0.169
H (2.311, 1.545, 1.409)  0.149
H (1.920, 0.076, 2.285)  0.146
H (2.993, -0.037, 0.892)  0.176
H (-0.139, -2.058, 0.908)  0.226
H (-1.407, -1.380, -0.115)  0.249
H (-1.817, -1.842, 1.529)  0.227
C (-0.111, -0.116, -2.529)  -0.271
N (-1.042, 1.103, -0.738)  -0.555
O (-1.306, 0.249, -1.836)  -0.415
H (-1.651, 1.914, -0.835)  0.348
H (-0.030, 1.293, -0.594)  0.403
H (-0.402, -0.916, -3.209)  0.192
H (0.279, 0.738, -3.096)  0.165
H (0.652, -0.460, -1.826)  0.201

The following is a quantum chemistry calculation of a cluster of 2 separate species, C3H13N5 in total, from the OMol25 dataset.

Values from the calculation:
HOMO energy: -9.0 eV
LUMO energy: 0.8 eV
gap between HOMO and LUMO: 9.828 eV
charge: 0
2S+1: 1
E_tot: -395.87649 a.u.

Each line ends with the natural charge from an NBO analysis.
Positions of all 21 atoms, in Å:
C (2.114, -0.475, 1.080)  -0.422
N (2.667, 0.865, 0.990)  -0.638
C (1.794, 1.797, 0.281)  -0.058
N (1.811, 1.624, -1.157)  -0.826
H (2.735, -1.066, 1.746)  0.209
H (1.088, -0.503, 1.476)  0.160
H (2.109, -0.966, 0.107)  0.184
H (2.874, 1.203, 1.917)  0.358
H (2.106, 2.813, 0.520)  0.187
H (0.752, 1.709, 0.619)  0.149
H (2.742, 1.755, -1.492)  0.357
H (1.578, 0.671, -1.385)  0.342
N (-2.192, -0.057, -0.923)  -0.832
C (-2.672, -1.175, -0.248)  0.570
N (-3.978, -1.493, -0.565)  -0.818
N (-2.073, -1.787, 0.695)  -0.768
H (-1.196, 0.044, -0.954)  0.381
H (-2.584, 0.147, -1.826)  0.374
H (-4.277, -1.326, -1.505)  0.370
H (-4.251, -2.388, -0.222)  0.396
H (-1.146, -1.389, 0.845)  0.327

The following is a quantum chemistry calculation of a structure of composition C48H38N6O2PdS2, from the OMol25 dataset.

Values from the calculation:
HOMO energy (alpha / beta): -12.2 / -12.2 eV
LUMO energy (alpha / beta): -5.2 / -6.8 eV
gap between HOMO and LUMO (alpha / beta): 7.040 / 5.422 eV
charge: +2
2S+1: 3
E_tot: -3254.80592 a.u.
⟨S²⟩: 2.01

Each line ends with the natural charge from an NBO analysis.
Positions of all 97 atoms, in Å:
Pd (-1.597, 0.549, 1.187)  1.209
C (-3.178, 0.975, -6.998)  -0.639
C (-2.801, 0.770, -5.559)  0.024
C (-3.168, -0.384, -4.872)  -0.204
C (-2.776, -0.588, -3.560)  -0.195
C (-1.998, 0.366, -2.914)  -0.219
C (-1.656, 1.544, -3.570)  -0.175
C (-2.056, 1.734, -4.882)  -0.217
S (-1.377, -0.092, -1.308)  0.320
O (-3.531, 2.102, -1.022)  -0.639
C (0.111, 0.919, -1.273)  -0.239
C (0.082, 2.259, -0.824)  -0.251
C (1.227, 3.001, -0.843)  -0.175
C (2.450, 2.442, -1.281)  0.035
C (3.655, 3.181, -1.262)  -0.205
C (4.833, 2.601, -1.642)  -0.185
C (4.866, 1.254, -2.057)  -0.174
C (3.718, 0.515, -2.097)  -0.201
C (2.484, 1.089, -1.712)  -0.104
C (1.281, 0.336, -1.715)  0.074
C (1.258, -1.113, -2.057)  -0.019
C (1.134, -1.559, -3.398)  0.004
C (1.079, -0.664, -4.491)  -0.209
C (0.849, -1.127, -5.755)  -0.181
C (0.670, -2.505, -5.992)  -0.183
C (0.745, -3.396, -4.960)  -0.183
C (0.977, -2.950, -3.639)  -0.055
C (1.021, -3.856, -2.554)  -0.149
C (1.136, -3.412, -1.269)  -0.213
C (1.225, -2.030, -1.026)  -0.252
S (1.185, -1.325, 0.637)  1.275
O (-0.271, -1.387, 1.070)  -1.009
C (2.016, -2.672, 1.467)  -0.275
C (3.402, -2.642, 1.421)  -0.210
C (4.124, -3.669, 2.007)  -0.158
C (3.473, -4.730, 2.637)  0.001
C (4.251, -5.860, 3.247)  -0.639
C (2.077, -4.729, 2.680)  -0.210
C (1.343, -3.703, 2.100)  -0.209
H (-3.589, 0.065, -7.430)  0.227
H (-2.305, 1.275, -7.580)  0.229
H (-3.915, 1.774, -7.088)  0.234
H (-3.756, -1.140, -5.377)  0.228
H (-3.046, -1.499, -3.038)  0.228
H (-1.059, 2.302, -3.083)  0.218
H (-1.763, 2.641, -5.399)  0.223
H (-0.854, 2.701, -0.511)  0.222
H (1.211, 4.031, -0.507)  0.225
H (3.628, 4.214, -0.939)  0.223
H (5.750, 3.175, -1.625)  0.232
H (5.810, 0.811, -2.343)  0.230
H (3.734, -0.520, -2.416)  0.227
H (1.203, 0.397, -4.314)  0.220
H (0.804, -0.433, -6.585)  0.225
H (0.470, -2.852, -6.997)  0.230
H (0.607, -4.456, -5.135)  0.226
H (0.945, -4.916, -2.760)  0.228
H (1.148, -4.116, -0.449)  0.236
H (3.904, -1.824, 0.913)  0.229
H (5.206, -3.651, 1.965)  0.221
H (5.322, -5.669, 3.212)  0.227
H (4.056, -6.789, 2.709)  0.239
H (3.956, -6.022, 4.284)  0.229
H (1.561, -5.557, 3.152)  0.228
H (0.259, -3.712, 2.116)  0.241
C (-4.512, 3.866, 0.279)  -0.299
C (-3.790, 2.663, 0.159)  0.559
N (-3.294, 2.026, 1.203)  -0.558
C (-3.517, 2.524, 2.445)  0.256
C (-4.194, 3.731, 2.655)  -0.124
C (-4.690, 4.404, 1.519)  -0.069
C (-4.354, 4.235, 3.982)  -0.143
C (-3.893, 3.539, 5.044)  -0.186
C (-3.246, 2.279, 4.869)  -0.066
C (-2.772, 1.508, 5.947)  -0.101
C (-2.167, 0.303, 5.701)  -0.253
C (-2.045, -0.135, 4.377)  0.071
N (-2.471, 0.568, 3.350)  -0.454
C (-3.056, 1.766, 3.572)  0.133
H (-4.900, 4.347, -0.609)  0.241
H (-3.977, 2.560, -1.745)  0.511
H (-5.214, 5.343, 1.642)  0.242
H (-4.844, 5.191, 4.116)  0.237
H (-4.004, 3.928, 6.048)  0.237
H (-2.895, 1.877, 6.957)  0.237
H (-1.799, -0.311, 6.510)  0.241
H (-1.603, -1.099, 4.148)  0.222
N (1.415, 1.173, 5.828)  -0.776
C (1.734, 0.140, 5.032)  0.675
N (2.342, -0.920, 5.557)  -0.749
N (1.476, 0.122, 3.741)  -0.643
C (0.733, 0.848, 3.008)  0.578
N (0.065, 1.478, 2.277)  -0.602
H (1.742, 1.226, 6.778)  0.417
H (1.038, 2.010, 5.418)  0.424
H (2.620, -0.935, 6.522)  0.414
H (2.522, -1.728, 4.976)  0.439

The following is a quantum chemistry calculation of the molecule C3H5NOS, from the OMol25 dataset.

Values from the calculation:
HOMO energy: -9.0 eV
LUMO energy: -0.7 eV
gap between HOMO and LUMO: 8.291 eV
charge: 0
2S+1: 1
E_tot: -645.46521 a.u.

Each line ends with the natural charge from an NBO analysis.
Positions of all 11 atoms, in Å:
C (1.887, -1.130, -0.060)  -0.412
C (-0.367, -0.049, 0.032)  -0.015
C (0.279, 1.278, -0.163)  0.364
H (2.331, -0.352, -0.677)  0.231
H (2.386, -1.101, 0.885)  0.207
H (2.080, -2.114, -0.470)  0.202
H (0.001, -1.930, 0.135)  0.402
H (-0.389, 2.044, -0.588)  0.152
N (0.457, -1.072, 0.011)  -0.520
O (1.434, 1.578, 0.174)  -0.505
S (-1.992, -0.142, 0.025)  -0.105